No. 1
A molecular structure, C26H45F5P2Ti at a distorted geometry. Source: the OMol25 dataset; level of theory: ωB97M-V with the def2-TZVPD basis set.

Positions of all 79 atoms, in Å:
Ti (0.794, 0.492, -1.628)
C (0.889, -2.509, -0.433)
C (1.685, -1.710, -1.336)
C (2.216, -1.140, 0.852)
C (1.257, -2.184, 0.887)
C (2.499, -0.840, -0.519)
C (0.010, -3.630, -0.845)
H (-0.497, -3.417, -1.798)
H (-0.759, -3.840, -0.088)
H (0.562, -4.578, -0.989)
C (0.892, -2.969, 2.091)
H (0.133, -3.718, 1.871)
H (0.482, -2.322, 2.870)
H (1.767, -3.481, 2.514)
C (3.021, -0.652, 1.991)
H (4.073, -0.966, 1.882)
H (2.663, -1.059, 2.943)
H (3.022, 0.444, 2.072)
C (3.609, 0.017, -1.029)
H (4.333, -0.578, -1.614)
H (4.145, 0.490, -0.192)
H (3.271, 0.832, -1.705)
C (1.994, -2.100, -2.725)
H (2.900, -2.731, -2.741)
H (2.173, -1.238, -3.376)
H (1.171, -2.665, -3.181)
C (-1.158, 0.799, -1.610)
C (-0.837, -0.343, -2.442)
C (-0.820, -0.271, -3.952)
C (0.420, 0.447, -4.552)
C (1.329, 1.090, -3.532)
C (0.934, 2.210, -2.731)
C (-0.411, 2.887, -2.881)
C (-1.577, 2.132, -2.200)
H (-1.736, 0.212, -4.359)
H (0.056, 1.189, -5.283)
H (-0.827, -1.303, -4.343)
H (-2.399, 1.995, -2.929)
H (-1.419, 0.630, -0.556)
H (-1.101, -1.328, -2.051)
H (-1.973, 2.762, -1.388)
H (-0.340, 3.901, -2.458)
H (1.706, 2.871, -2.324)
H (-0.639, 3.026, -3.947)
H (1.000, -0.276, -5.159)
H (2.385, 1.037, -3.804)
P (-2.960, -1.198, 2.123)
C (-3.199, -2.856, 2.813)
H (-4.274, -3.002, 2.962)
H (-2.674, -2.982, 3.764)
H (-2.829, -3.605, 2.099)
C (-4.345, -0.059, 2.271)
H (-5.258, -0.631, 2.071)
H (-4.239, 0.722, 1.501)
H (-4.398, 0.395, 3.269)
C (-2.870, -1.489, 0.344)
H (-2.581, -0.609, -0.243)
H (-3.908, -1.745, 0.033)
H (-2.219, -2.334, 0.076)
P (1.109, 2.646, 0.734)
C (2.533, 3.722, 0.319)
H (2.333, 4.747, 0.666)
H (2.708, 3.707, -0.763)
H (3.422, 3.327, 0.827)
C (-0.284, 3.825, 0.619)
H (-0.487, 4.099, -0.426)
H (-0.045, 4.723, 1.201)
H (-1.169, 3.339, 1.040)
C (1.257, 2.643, 2.547)
H (1.446, 3.671, 2.882)
H (2.084, 1.997, 2.860)
H (0.318, 2.273, 2.986)
F (-1.897, 1.109, 3.059)
C (-1.604, -0.270, 3.035)
F (-0.297, -0.332, 2.554)
C (-1.624, -0.732, 4.520)
F (-1.024, -1.976, 4.676)
F (-0.993, 0.111, 5.363)
F (-2.931, -0.851, 4.949)

Properties
* multiplicity: 2
* charge: +1
* HOMO energy (alpha / beta): -8.86 / -8.96 eV

No. 2
A single C6H6 molecule at a distorted geometry. Source: the OMol25 dataset; level of theory: ωB97M-V with the def2-TZVPD basis set.

Positions of all 12 atoms, in Å:
C (0.067, -1.770, 2.518)
C (0.431, -1.135, 1.565)
C (0.852, -0.331, 0.422)
C (-0.164, 0.709, 0.046)
C (-0.328, 1.060, -1.191)
C (-0.817, 1.109, -2.389)
H (-0.249, -2.341, 3.360)
H (1.092, -0.976, -0.432)
H (1.761, 0.222, 0.673)
H (-0.612, 1.326, 0.814)
H (-1.648, 0.381, -2.197)
H (-0.385, 1.745, -3.191)

Properties
* multiplicity: 1
* energy above the lowest of the compared OMol25 structures with the same formula, charge and spin: 421.6 kJ/mol
* HOMO energy: -9.48 eV

No. 3
5 unconnected molecules or ions with the total composition C24H39N2O11PS5 at a distorted geometry. Source: the OMol25 dataset; level of theory: ωB97M-V with the def2-TZVPD basis set.

Positions of all 82 atoms, in Å:
N (-4.095, -0.933, 1.355)
N (-2.754, -0.477, 1.147)
C (-2.734, -0.492, -0.349)
O (-3.645, 0.004, -1.070)
C (-1.435, -1.266, -0.830)
C (-0.839, -1.468, -2.256)
C (0.454, -2.343, -2.341)
S (1.177, -2.653, -4.017)
C (1.066, -2.923, -1.039)
C (0.442, -2.660, 0.382)
P (1.288, -3.358, 1.922)
O (1.046, -2.567, 3.220)
C (-0.861, -1.827, 0.501)
C (-1.762, -1.417, 1.749)
O (-1.756, -1.764, 2.944)
H (-4.182, -1.345, 2.296)
H (-4.735, -0.126, 1.323)
H (-1.342, -1.014, -3.168)
H (0.312, -1.991, -4.909)
H (2.016, -3.565, -1.168)
H (2.723, -3.339, 1.694)
H (0.931, -4.751, 1.995)
O (-6.588, 1.462, 1.091)
S (-5.968, 2.597, 0.443)
O (-4.739, 3.185, 0.927)
C (-5.787, 2.229, -1.292)
C (-7.095, 2.697, -1.915)
C (-7.408, 4.045, -1.261)
C (-7.197, 3.883, 0.245)
H (-5.602, 1.165, -1.429)
H (-4.942, 2.809, -1.670)
H (-7.015, 2.783, -3.001)
H (-7.894, 1.983, -1.690)
H (-6.724, 4.806, -1.650)
H (-8.425, 4.376, -1.484)
H (-6.834, 4.804, 0.702)
H (-8.111, 3.556, 0.745)
O (1.982, 4.264, 2.888)
S (2.166, 2.847, 2.668)
O (3.258, 2.326, 1.873)
C (2.157, 2.022, 4.249)
C (0.689, 1.706, 4.501)
C (0.139, 1.199, 3.167)
C (0.624, 2.158, 2.077)
H (2.594, 2.670, 5.009)
H (2.746, 1.107, 4.151)
H (0.569, 0.966, 5.295)
H (0.156, 2.614, 4.800)
H (0.526, 0.193, 2.972)
H (-0.951, 1.135, 3.177)
H (0.798, 1.639, 1.133)
H (-0.078, 2.980, 1.926)
O (1.055, -6.403, -0.086)
S (1.588, -6.618, -1.407)
O (2.801, -5.974, -1.863)
C (1.729, -8.374, -1.685)
C (0.376, -8.774, -2.258)
C (0.012, -7.682, -3.266)
C (0.284, -6.332, -2.598)
H (1.967, -8.881, -0.750)
H (2.528, -8.534, -2.413)
H (0.414, -9.761, -2.725)
H (-0.374, -8.805, -1.461)
H (0.640, -7.785, -4.157)
H (-1.029, -7.760, -3.588)
H (0.612, -5.584, -3.321)
H (-0.593, -5.969, -2.058)
O (6.800, 7.562, -0.730)
S (6.983, 6.146, -0.951)
O (8.074, 5.624, -1.745)
C (6.975, 5.320, 0.630)
C (5.506, 5.004, 0.883)
C (4.956, 4.498, -0.451)
C (5.441, 5.456, -1.541)
H (7.412, 5.968, 1.390)
H (7.563, 4.405, 0.532)
H (5.386, 4.265, 1.677)
H (4.973, 5.912, 1.181)
H (5.342, 3.492, -0.647)
H (3.866, 4.433, -0.440)
H (5.615, 4.938, -2.485)
H (4.739, 6.279, -1.692)

Properties
* multiplicity: 1
* HOMO energy: -9.17 eV

No. 4
A molecular structure, C28H40BiBrN3O9P2S. Source: the OMol25 dataset; level of theory: ωB97M-V with the def2-TZVPD basis set.

Positions of all 85 atoms, in Å:
Bi (1.013, 3.671, 1.221)
C (-1.297, -0.112, 4.197)
C (-0.936, -0.670, 2.850)
C (-1.994, -1.533, 2.223)
O (-0.577, 0.516, 1.923)
P (-1.476, 1.330, 0.986)
O (-0.763, 2.654, 0.656)
C (-1.736, 0.448, -0.552)
P (-0.158, -0.178, -1.229)
O (0.884, 0.848, -1.035)
O (0.110, -1.516, -0.489)
C (-0.232, -2.934, -0.782)
C (0.829, -3.493, -1.700)
C (-1.638, -3.096, -1.317)
O (-0.460, -0.549, -2.729)
C (-0.392, 0.479, -3.773)
C (-1.437, 0.114, -4.802)
C (1.016, 0.524, -4.325)
O (-2.818, 1.603, 1.711)
C (-4.091, 2.184, 1.244)
C (-4.935, 1.101, 0.612)
C (-3.854, 3.380, 0.351)
H (-1.324, -0.958, 4.886)
H (-2.271, 0.377, 4.190)
H (-0.541, 0.589, 4.553)
H (0.011, -1.200, 2.887)
H (-2.958, -1.023, 2.162)
H (-2.091, -2.415, 2.855)
H (-1.675, -1.890, 1.247)
H (-2.207, 1.114, -1.279)
H (-2.412, -0.386, -0.356)
H (-0.168, -3.391, 0.207)
H (0.762, -3.051, -2.695)
H (0.691, -4.571, -1.787)
H (1.824, -3.311, -1.293)
H (-1.760, -2.618, -2.287)
H (-2.385, -2.720, -0.618)
H (-1.830, -4.163, -1.435)
H (-0.636, 1.441, -3.308)
H (-1.210, -0.860, -5.237)
H (-1.444, 0.854, -5.602)
H (-2.431, 0.073, -4.357)
H (1.284, -0.446, -4.746)
H (1.727, 0.786, -3.543)
H (1.078, 1.270, -5.119)
H (-4.545, 2.506, 2.179)
H (-4.535, 0.792, -0.355)
H (-5.943, 1.483, 0.448)
H (-5.005, 0.232, 1.265)
H (-3.391, 3.090, -0.595)
H (-3.227, 4.124, 0.839)
H (-4.815, 3.841, 0.120)
Br (2.988, 4.547, -5.249)
C (2.439, 4.332, -3.463)
C (1.102, 4.073, -3.191)
C (0.700, 3.877, -1.881)
C (1.630, 3.957, -0.851)
C (2.961, 4.249, -1.131)
C (3.375, 4.429, -2.444)
H (0.388, 4.018, -4.001)
H (-0.336, 3.641, -1.672)
H (3.703, 4.332, -0.342)
H (4.409, 4.643, -2.672)
O (-0.323, -3.225, 4.253)
S (0.113, -4.404, 3.514)
O (0.386, -5.570, 4.304)
O (-0.628, -4.611, 2.277)
C (1.732, -3.901, 2.849)
N (2.559, -4.840, 2.386)
C (3.675, -4.422, 1.810)
C (3.978, -3.071, 1.628)
C (3.044, -2.191, 2.132)
N (1.945, -2.598, 2.762)
C (3.046, -0.718, 1.986)
C (3.343, -0.092, 0.785)
C (2.951, 1.214, 0.595)
N (2.355, 1.914, 1.573)
C (2.196, 1.351, 2.795)
C (2.526, 0.050, 3.035)
H (4.357, -5.189, 1.461)
H (4.891, -2.754, 1.143)
H (3.759, -0.641, -0.048)
H (3.050, 1.696, -0.363)
H (1.743, 1.971, 3.560)
H (2.316, -0.406, 3.992)

Properties
* multiplicity: 1
* charge: +1
* energy above the lowest of the compared OMol25 structures with the same formula, charge and spin: 0.0 kJ/mol
* HOMO energy: -10.24 eV

No. 5
A molecular structure, C24H36BiP2Si at a distorted geometry. Source: the OMol25 dataset; level of theory: ωB97M-V with the def2-TZVPD basis set.

Positions of all 64 atoms, in Å:
C (0.652, 2.620, 3.433)
C (1.072, 2.957, 2.095)
C (-0.128, 3.152, 1.301)
H (2.107, 3.162, 1.791)
C (-1.258, 2.869, 2.130)
C (-0.795, 2.546, 3.438)
H (-1.438, 2.430, 4.317)
H (1.312, 2.533, 4.305)
H (-0.156, 3.570, 0.285)
H (-2.315, 3.006, 1.869)
Bi (0.354, 0.465, 1.728)
C (-0.491, 0.108, -0.361)
H (-1.442, 0.616, -0.566)
H (-0.565, -0.968, -0.535)
H (0.300, 0.535, -0.997)
Si (-0.614, -1.252, -4.148)
C (1.158, -1.035, -4.638)
C (1.806, 0.185, -4.385)
H (1.250, 1.016, -3.917)
C (3.147, 0.344, -4.733)
H (3.641, 1.300, -4.530)
C (3.851, -0.698, -5.333)
H (4.905, -0.571, -5.599)
C (3.205, -1.914, -5.592)
H (3.756, -2.731, -6.066)
C (1.868, -2.084, -5.247)
H (1.342, -3.036, -5.452)
C (-1.608, 0.250, -4.585)
C (-1.412, 0.921, -5.804)
H (-0.653, 0.553, -6.519)
C (-2.168, 2.052, -6.106)
H (-1.998, 2.574, -7.056)
C (-3.129, 2.522, -5.211)
H (-3.722, 3.409, -5.452)
C (-3.336, 1.847, -4.003)
H (-4.086, 2.212, -3.295)
C (-2.593, 0.711, -3.696)
H (-2.757, 0.164, -2.748)
H (-0.678, -1.537, -2.700)
H (-1.185, -2.382, -4.905)
C (2.192, -1.922, 1.767)
P (0.258, -2.421, 2.189)
C (0.737, -3.296, 3.741)
C (-1.603, -1.977, 2.822)
C (-1.729, -1.210, 4.153)
P (-0.301, -0.025, 4.602)
C (-1.100, 0.598, 6.143)
C (1.402, -0.280, 5.319)
H (2.808, -1.457, 2.565)
H (2.604, -2.927, 1.533)
H (2.290, -1.319, 0.847)
H (0.078, -3.298, 4.642)
H (0.673, -4.320, 3.341)
H (1.785, -3.133, 4.075)
H (-2.090, -1.409, 1.999)
H (-2.124, -2.963, 2.841)
H (-2.586, -0.486, 4.072)
H (-1.979, -1.867, 5.019)
H (-1.025, -0.179, 6.927)
H (-0.639, 1.524, 6.527)
H (-2.160, 0.793, 5.935)
H (1.443, -0.968, 6.179)
H (2.144, -0.596, 4.569)
H (1.720, 0.718, 5.676)

Properties
* multiplicity: 1
* charge: +1
* HOMO energy: -10.32 eV

No. 6
A molecular structure, C25H25N4NiO2PS2. Source: the OMol25 dataset; level of theory: ωB97M-V with the def2-TZVPD basis set.

Positions of all 60 atoms, in Å:
Ni (-0.349, 0.827, 0.122)
O (3.403, -0.082, 0.907)
C (2.209, -0.054, 1.106)
O (1.291, -0.185, 0.196)
C (1.712, 0.066, 2.562)
P (-0.105, 0.003, 2.659)
C (-0.629, 1.748, 2.384)
C (0.216, 2.840, 2.194)
C (-0.315, 4.121, 2.062)
C (-1.683, 4.317, 2.082)
C (-2.540, 3.231, 2.241)
C (-2.019, 1.960, 2.389)
C (-0.456, -0.134, 4.457)
C (-0.808, -1.389, 4.945)
C (-1.071, -1.577, 6.295)
C (-0.996, -0.504, 7.169)
C (-0.650, 0.754, 6.691)
C (-0.381, 0.938, 5.344)
H (2.156, 0.935, 3.049)
H (2.078, -0.817, 3.091)
H (1.290, 2.704, 2.156)
H (0.351, 4.963, 1.938)
H (-2.086, 5.314, 1.957)
H (-3.611, 3.378, 2.241)
H (-2.684, 1.115, 2.525)
H (-0.879, -2.227, 4.261)
H (-1.344, -2.558, 6.660)
H (-1.211, -0.644, 8.220)
H (-0.590, 1.594, 7.371)
H (-0.116, 1.924, 4.982)
C (2.150, 6.447, 0.071)
C (0.984, 5.767, -0.583)
C (-0.154, 6.455, -0.976)
C (-1.165, 5.699, -1.538)
N (-1.076, 4.389, -1.724)
C (0.066, 3.808, -1.322)
S (0.297, 2.089, -1.657)
N (1.086, 4.450, -0.747)
H (2.044, 7.531, 0.064)
H (3.072, 6.167, -0.438)
H (2.244, 6.111, 1.105)
H (-0.245, 7.525, -0.852)
H (-2.090, 6.168, -1.860)
C (-1.553, -1.801, -5.215)
C (-1.970, -0.747, -4.246)
C (-2.342, 0.526, -4.570)
C (-2.721, 1.393, -3.525)
N (-2.723, 1.011, -2.261)
C (-2.297, -0.205, -1.942)
S (-2.118, -0.698, -0.310)
N (-1.968, -1.076, -2.933)
C (-3.119, 2.808, -3.765)
H (-1.600, -1.420, -6.231)
H (-2.205, -2.672, -5.137)
H (-0.532, -2.123, -5.010)
H (-2.342, 0.851, -5.599)
H (-1.627, -1.982, -2.634)
H (-3.082, 3.080, -4.817)
H (-2.449, 3.442, -3.174)
H (-4.124, 2.969, -3.372)

Properties
* multiplicity: 3
* energy above the lowest of the compared OMol25 structures with the same formula, charge and spin: 150.2 kJ/mol
* HOMO energy (alpha / beta): -7.74 / -7.67 eV